# 1
# C5H8O

The molecule C5H8O (ωB97M-V with the def2-TZVPD basis set, OMol25).

Last columns: bonded neighbours and bond lengths (Å).
Geometry (Å):
1 O -1.75510 -0.14839 0.34557  C6 1.381, H10 0.968
2 C 1.11083 1.96592 0.78128  C3 1.333, H7 1.082, H9 1.080
3 C 0.10434 1.16402 1.12981  C2 1.333, C6 1.469, H14 1.084
4 C 0.35946 -0.75897 -0.43596  C5 1.494, C6 1.330, H8 1.078
5 C -0.22236 -1.84384 -1.28319  C4 1.494, H11 1.087, H12 1.092, H13 1.096
6 C -0.38935 0.05219 0.30549  O1 1.381, C3 1.469, C4 1.330
7 H 1.44308 2.76046 1.43564  C2 1.082
8 H 1.42461 -0.60269 -0.38270  C4 1.078
9 H 1.62030 1.85488 -0.16442  C2 1.080
10 H -2.18230 0.64974 0.68837  O1 0.968
11 H -1.09836 -2.26938 -0.80106  C5 1.087
12 H 0.46813 -2.67968 -1.41718  C5 1.092
13 H -0.50599 -1.49760 -2.28383  C5 1.096
14 H -0.37729 1.35333 2.08217  C3 1.084

Results
M, g mol⁻¹: 84.12
Structure (SMILES): C=C/C(O)=C/C
HOMO-LUMO gap, Eh: 0.3401

These are the natural (NBO) partial charges, in e, on atoms 1 to 2: number 1, O, carries -0.688; number 2, C, carries -0.355

---

# 2
# C5H13NO2

A 2-piece molecular cluster, C5H13NO2 overall in a non-equilibrium geometry (ωB97M-V with the def2-TZVPD basis set, OMol25).

Last columns: bonded neighbours and bond lengths (Å).
Geometry (Å):
1 O 1.57788 -1.85851 1.94299  H11 0.964, H15 0.966
2 O -0.09713 -2.05933 -1.55164  C5 1.430, H13 0.963
3 N -1.43034 1.05570 -0.00227  C6 1.487, C7 1.506, H12 1.001
4 C 0.92132 0.53152 -0.33504  C7 1.527, C8 1.530, H14 1.088, H16 1.088
5 C -0.94580 -1.24117 -0.74278  O2 1.430, C7 1.522, H10 1.070, H21 1.093
6 C -0.59570 1.97959 0.80993  N3 1.487, C8 1.515, H9 1.098, H20 1.091
7 C -0.49044 0.20865 -0.81945  N3 1.506, C4 1.527, C5 1.522, H19 1.090
8 C 0.77768 1.96844 0.17031  C4 1.530, C6 1.515, H17 1.079, H18 1.091
9 H -0.59050 1.50847 1.80167  C6 1.098
10 H -1.98704 -1.31342 -0.98035  C5 1.070
11 H 0.71105 -2.09226 1.59208  O1 0.964
12 H -1.96117 1.53465 -0.70306  N3 1.001
13 H -0.57100 -2.40120 -2.31759  O2 0.963
14 H 1.64566 0.56995 -1.14577  C4 1.088
15 H 1.38398 -1.46134 2.80169  O1 0.966
16 H 1.41141 -0.13151 0.37452  C4 1.088
17 H 0.78229 2.71041 -0.61276  C8 1.079
18 H 1.59835 2.24177 0.83475  C8 1.091
19 H -0.51668 0.56357 -1.84949  C7 1.090
20 H -1.06992 2.94839 0.97098  C6 1.091
21 H -0.70779 -1.54810 0.27887  C5 1.093

Results
M, g mol⁻¹: 119.16
Structure (SMILES): OC[C@@H]1CCCN1.O
HOMO-LUMO gap, Eh: 0.3592

These are the natural (NBO) partial charges, in e, on atoms 1 to 2: number 1, O, carries -0.931; number 2, O, carries -0.733

---

# 3
# C4H12

A 2-piece molecular cluster, C4H12 overall (ωB97M-V with the def2-TZVPD basis set, OMol25).

Last columns: bonded neighbours and bond lengths (Å).
Geometry (Å):
1 C 0.90497 1.38990 1.30928  C4 1.524, H6 1.092, H12 1.083, H14 1.092
2 C -1.03108 -0.42731 -2.24017  C3 1.519, H5 1.097, H7 1.084, H13 1.090
3 C -0.17117 -1.42472 -1.48224  C2 1.519, H8 1.088, H9 1.089, H15 1.090
4 C 0.29360 0.50416 2.38857  C1 1.524, H10 1.084, H11 1.089, H16 1.090
5 H -1.35703 -0.84372 -3.20170  C2 1.097
6 H 0.56579 2.41899 1.44414  C1 1.092
7 H -0.46617 0.47129 -2.45830  C2 1.084
8 H 0.34716 -2.13622 -2.12188  C3 1.088
9 H 0.61119 -0.94524 -0.89522  C3 1.089
10 H 0.80162 0.66454 3.33301  C4 1.084
11 H 0.37355 -0.55629 2.15545  C4 1.089
12 H 0.58589 1.08645 0.31972  C1 1.083
13 H -1.93832 -0.22490 -1.67164  C2 1.090
14 H 1.99513 1.38399 1.36425  C1 1.092
15 H -0.75227 -2.06201 -0.81602  C3 1.090
16 H -0.76286 0.70108 2.57276  C4 1.090

Results
M, g mol⁻¹: 60.14
Structure (SMILES): CC.CC
HOMO-LUMO gap, Eh: 0.4748

These are the natural (NBO) partial charges, in e, on atoms 1 to 2: number 1, C, carries -0.606; number 2, C, carries -0.613

---

# 4
# C2H5Cl3SSi

The molecule C2H5Cl3SSi in a non-equilibrium geometry (ωB97M-V with the def2-TZVPD basis set, OMol25).

Last columns: bonded neighbours and bond lengths (Å).
Geometry (Å):
1 Cl -1.72473 0.68981 -1.58332  Si5 2.035
2 Cl -2.28228 -2.18777 -0.25340  Si5 1.961
3 Cl -3.11825 0.45565 1.27861  Si5 2.049
4 S 1.07491 1.04071 0.78304  C6 1.790, C7 1.803
5 Si -1.63120 -0.38113 0.14436  Cl1 2.035, Cl2 1.961, Cl3 2.049, C7 2.074
6 C 1.59160 0.69293 -0.89471  S4 1.790, H9 1.159, H10 1.109, H12 1.026
7 C 0.21906 -0.51937 1.07166  S4 1.803, Si5 2.074, H8 1.034, H11 1.094
8 H 0.78810 -1.33133 0.77878  C7 1.034
9 H 2.62945 0.18227 -0.81731  C6 1.159
10 H 1.71065 1.71887 -1.29761  C6 1.109
11 H -0.12552 -0.46178 2.10853  C7 1.094
12 H 0.86821 0.10114 -1.31864  C6 1.026

Results
M, g mol⁻¹: 195.57
Structure (SMILES): CSC[Si](Cl)(Cl)Cl
HOMO-LUMO gap, Eh: 0.3368

These are the natural (NBO) partial charges, in e, on atoms 1 to 2: number 1, Cl, carries -0.351; number 2, Cl, carries -0.347